[1]
Formula: C48H127F3N11O13Zn
Source: OMol25
Level of theory: the ωB97M-V functional and the def2-TZVPD basis

Each line ends with the Mulliken charge.
CARTESIAN COORDINATES (ANGSTROEM)
Zn 3.704 -2.935 0.853  0.421
C 1.123 -1.135 -0.535  -1.093
O 0.550 -0.856 0.706  1.527
O 2.215 -1.911 -0.246  -0.246
C -0.045 -1.515 -1.563  0.377
F -0.740 -2.600 -1.335  -0.320
F -0.811 -0.484 -1.806  0.170
F 0.584 -1.786 -2.717  -0.239
C 0.034 0.449 0.985  0.300
C -0.360 0.421 2.450  0.763
H -1.143 -0.325 2.589  -0.425
H 0.481 0.126 3.077  -1.423
H -0.737 1.388 2.784  1.032
H -0.831 0.763 0.400  -0.467
H 0.743 1.233 0.721  -0.297
H 1.575 -0.181 -0.809  0.158
C 1.872 -5.377 1.352  -1.386
C 3.357 -5.627 1.055  0.332
C 3.784 -5.549 -0.441  -0.507
O 3.887 -4.205 -0.794  -0.064
C 4.445 -4.057 -2.121  -1.104
N 4.141 -4.708 1.840  -0.603
H 1.298 -5.929 0.608  0.496
H 1.481 -4.373 1.189  0.124
H 1.556 -5.656 2.357  0.481
H 3.648 -6.625 1.384  0.575
H 3.036 -6.017 -1.080  0.254
H 4.709 -6.125 -0.462  0.446
H 4.388 -3.116 -2.667  0.315
H 4.238 -4.793 -2.898  0.349
H 5.517 -4.109 -1.928  0.419
H 5.139 -4.751 1.689  0.302
H 4.084 -4.952 2.819  0.283
C 0.915 7.260 4.186  -1.571
C -0.504 6.982 3.869  1.006
C -1.085 5.822 4.691  -0.769
O -0.256 4.639 4.640  -0.346
C -0.806 3.485 5.299  -0.247
N -1.226 8.219 4.077  -0.771
H 1.612 6.446 3.984  0.318
H 1.051 7.720 5.164  0.392
H 1.237 8.049 3.507  0.453
H -0.552 6.660 2.829  -0.006
H -2.084 5.532 4.367  0.266
H -1.086 6.074 5.752  0.330
H -1.674 3.048 4.807  -0.099
H -0.975 3.760 6.340  0.400
H -0.077 2.677 5.241  0.104
H -0.564 8.921 3.780  0.296
H -1.987 8.404 3.440  0.247
C -2.067 -5.773 -5.504  -1.404
C -2.300 -5.522 -4.028  0.204
C -0.999 -5.067 -3.410  0.114
O 0.079 -5.919 -3.517  -0.457
C 1.301 -5.330 -3.449  -0.305
N -3.391 -4.561 -3.880  -0.332
H -2.922 -6.332 -5.884  0.428
H -1.187 -6.399 -5.647  0.367
H -2.107 -4.830 -6.050  0.223
H -2.661 -6.451 -3.587  0.397
H -1.196 -4.889 -2.353  -0.167
H -0.943 -4.067 -3.841  0.101
H 2.043 -6.120 -3.334  0.336
H 1.429 -4.652 -2.605  -0.076
H 1.436 -4.755 -4.365  0.353
H -3.758 -4.408 -2.951  -0.012
H -4.224 -4.927 -4.318  0.278
C -3.769 2.039 3.006  -0.644
C -4.755 1.519 1.975  0.016
C -4.167 1.477 0.521  0.356
O -5.249 1.114 -0.332  -0.452
C -4.861 1.063 -1.703  -0.601
N -5.236 0.192 2.437  0.086
H -4.302 2.326 3.912  0.430
H -3.201 2.895 2.643  0.456
H -3.024 1.273 3.222  -0.322
H -5.581 2.230 1.948  0.461
H -3.383 0.722 0.574  -0.356
H -3.730 2.448 0.287  0.450
H -3.892 0.570 -1.777  0.036
H -4.898 2.082 -2.090  0.393
H -5.521 0.499 -2.362  0.359
H -5.783 -0.269 1.724  0.470
H -4.409 -0.354 2.634  -0.177
C -3.309 -0.464 5.249  -1.385
C -1.851 -0.192 5.686  2.059
C -1.760 -0.031 7.166  -0.660
O -1.915 1.321 7.599  -0.216
C -1.792 1.506 8.964  -0.885
N -1.109 -1.372 5.203  -0.147
H -4.036 0.318 5.468  0.374
H -3.757 -1.277 5.820  0.613
H -3.313 -0.732 4.193  -0.281
H -1.460 0.738 5.272  -1.044
H -0.856 -0.513 7.538  0.274
H -2.566 -0.594 7.637  0.377
H -0.802 1.159 9.260  0.379
H -2.621 1.075 9.526  0.322
H -1.874 2.577 9.152  0.238
H -0.176 -1.199 5.549  -0.480
H -1.281 -2.161 5.809  0.302
C -1.989 -4.636 2.561  -1.721
C -1.455 -3.434 1.756  1.545
C -2.522 -2.412 1.550  0.725
O -3.731 -2.962 0.948  -0.500
C -3.782 -2.906 -0.482  -0.133
N -0.281 -2.843 2.389  0.294
H -2.211 -4.456 3.612  0.330
H -1.318 -5.493 2.495  0.387
H -2.864 -5.117 2.124  0.403
H -1.089 -3.871 0.827  -0.416
H -2.188 -1.516 1.027  -0.066
H -2.873 -1.942 2.469  -0.784
H -3.611 -1.898 -0.860  0.084
H -4.779 -3.209 -0.801  0.486
H -3.027 -3.502 -0.996  -0.195
H -0.393 -2.404 3.292  0.512
H -0.072 -2.031 1.826  -1.245
C -4.110 -1.437 -6.454  -1.597
C -2.969 -0.613 -5.769  0.526
C -3.063 0.940 -6.194  0.163
O -2.803 1.147 -7.582  -0.407
C -2.489 2.512 -7.922  -0.617
N -3.111 -0.821 -4.335  -0.341
H -5.054 -0.987 -6.145  0.358
H -4.103 -2.500 -6.215  0.424
H -3.822 -1.262 -7.491  0.386
H -2.025 -1.086 -6.041  0.015
H -2.412 1.402 -5.452  -0.488
H -4.028 1.427 -6.055  0.626
H -1.568 2.929 -7.513  0.136
H -3.241 3.134 -7.438  0.336
H -2.347 2.613 -8.998  0.278
H -2.313 -0.482 -3.818  -0.073
H -3.217 -1.819 -4.227  0.205
C -0.759 4.219 0.005  -1.582
C -0.124 3.555 -1.191  3.077
C -1.093 3.117 -2.302  0.390
O -1.967 4.158 -2.738  -0.589
C -2.657 3.836 -3.918  -0.574
N 0.959 4.386 -1.632  -0.649
H -0.846 5.291 -0.173  0.442
H -0.082 4.069 0.846  0.541
H -1.756 3.862 0.259  -0.022
H 0.288 2.646 -0.752  -1.697
H -1.636 2.208 -2.043  0.095
H -0.459 2.847 -3.147  -0.360
H -3.300 4.685 -4.146  0.369
H -3.242 2.930 -3.758  0.121
H -2.114 3.586 -4.829  0.226
H 1.388 3.881 -2.395  0.099
H 0.538 5.149 -2.143  0.445
C 7.636 1.243 -1.651  -1.564
C 6.379 2.053 -1.324  0.890
C 6.024 1.940 0.125  -0.277
O 4.800 2.579 0.557  -0.463
C 3.632 2.066 -0.012  -0.235
N 6.579 3.373 -1.780  -0.686
H 7.840 1.304 -2.720  0.415
H 7.502 0.179 -1.454  0.316
H 8.513 1.633 -1.134  0.342
H 5.562 1.749 -1.979  -0.158
H 6.851 2.361 0.696  0.408
H 5.944 0.885 0.387  -0.017
H 2.799 2.568 0.479  0.191
H 3.532 1.009 0.237  -0.017
H 3.514 2.217 -1.085  0.250
H 5.765 3.965 -1.699  0.267
H 7.181 3.846 -1.121  0.275
C 2.671 3.022 -6.281  -1.835
C 1.823 2.728 -5.039  0.823
C 1.934 1.270 -4.524  0.298
O 1.816 0.249 -5.521  -0.494
C 0.510 -0.063 -5.982  -0.049
N 2.198 3.747 -4.076  -0.379
H 2.485 2.237 -7.014  0.365
H 3.748 3.058 -6.116  0.391
H 2.362 3.968 -6.725  0.499
H 0.768 2.809 -5.302  -0.290
H 1.169 1.131 -3.760  -0.314
H 2.868 1.079 -3.997  0.066
H -0.003 0.875 -6.197  0.190
H -0.098 -0.610 -5.261  -0.354
H 0.556 -0.744 -6.832  0.433
H 2.086 4.615 -4.580  0.310
H 3.192 3.656 -3.925  0.218
C 3.643 0.037 2.865  -1.156
C 3.526 -1.327 3.559  0.401
C 2.733 -1.187 4.882  -0.435
O 2.615 -2.429 5.511  -0.360
C 2.557 -2.451 6.950  -0.681
N 2.845 -2.203 2.613  0.579
H 4.428 0.112 2.113  0.031
H 3.966 0.719 3.651  0.640
H 2.755 0.450 2.387  0.015
H 4.495 -1.711 3.876  0.456
H 1.757 -0.731 4.712  -0.417
H 3.085 -0.405 5.555  0.697
H 3.492 -2.094 7.383  0.336
H 2.281 -3.456 7.267  0.283
H 1.686 -1.863 7.240  0.136
H 1.975 -1.768 2.343  -0.449
H 2.587 -2.938 3.256  0.334

Calculated values
Calculated total energy, Ha: -5563.490704
LUMO level (spin up / spin down), eV: -5.21 / -9.62
HOMO-LUMO gap (spin up / spin down), Ha: 0.259 / 0.097
HOMO energy (spin up / spin down), eV: -12.26 / -12.26
Multiplicity: 2
⟨S²⟩: 0.755
Total charge: +2

=====

[2]
Formula: C48H128B2F8N8O16
Source: OMol25
Level of theory: the ωB97M-V functional and the def2-TZVPD basis

Each line ends with the Mulliken charge.
CARTESIAN COORDINATES (ANGSTROEM)
C 17.550 15.126 -10.055  -0.736
O 17.912 15.728 -11.349  -0.341
C 17.169 15.316 -12.484  -0.497
C 17.292 16.260 -13.596  -0.675
N 16.483 17.649 -13.477  -0.306
H 16.780 18.259 -14.226  0.393
H 15.511 17.616 -13.748  0.376
C 16.548 18.344 -12.074  -0.454
C 16.252 19.826 -12.424  -0.729
O 17.012 20.331 -13.458  -0.380
C 17.626 21.563 -13.144  -0.765
H 17.491 14.053 -10.238  0.344
H 16.543 15.331 -9.691  0.296
H 18.260 15.412 -9.278  0.276
H 16.120 15.437 -12.215  0.245
H 17.401 14.299 -12.800  0.550
H 16.984 15.825 -14.547  0.468
H 18.328 16.555 -13.764  0.346
H 17.591 18.254 -11.770  0.368
H 15.945 17.727 -11.408  0.408
H 16.338 20.421 -11.515  0.482
H 15.181 19.910 -12.604  0.386
H 16.784 22.255 -13.109  0.353
H 18.246 21.880 -13.982  0.242
H 18.115 21.595 -12.170  0.349
C 20.922 12.538 -17.301  -0.620
O 20.267 12.746 -18.484  -0.381
C 20.916 12.345 -19.647  -0.529
C 22.200 13.149 -19.970  -0.429
N 21.941 14.656 -19.668  -0.135
H 21.332 15.110 -20.334  0.366
H 21.541 14.815 -18.754  0.391
C 23.188 15.588 -19.868  -0.828
C 24.273 15.493 -18.770  -0.447
O 24.828 14.203 -18.941  -0.340
C 25.659 13.797 -17.846  -0.739
H 20.277 12.887 -16.496  0.220
H 21.889 13.035 -17.225  0.220
H 21.008 11.491 -17.011  0.352
H 20.201 12.361 -20.469  0.292
H 21.028 11.267 -19.536  0.424
H 22.422 13.092 -21.036  0.449
H 22.936 12.620 -19.364  0.230
H 22.960 16.652 -19.931  0.450
H 23.620 15.457 -20.860  0.385
H 23.989 15.512 -17.718  0.368
H 25.148 16.117 -18.956  0.394
H 25.080 13.532 -16.961  0.310
H 26.308 14.651 -17.653  0.352
H 26.134 12.864 -18.152  0.247
C 10.093 13.472 -18.909  -0.765
O 9.449 12.270 -18.561  -0.289
C 8.482 11.742 -19.375  -0.559
C 7.871 10.464 -18.637  -0.695
N 6.729 10.922 -17.665  -0.296
H 5.831 10.869 -18.125  0.386
H 6.671 10.086 -17.100  0.375
C 6.957 12.160 -16.773  -0.449
C 5.775 12.251 -15.768  -0.722
O 5.752 11.166 -14.824  -0.291
C 4.786 11.130 -13.742  -0.860
H 11.148 13.411 -19.172  0.225
H 9.917 14.216 -18.132  0.280
H 9.523 13.822 -19.770  0.376
H 9.098 11.462 -20.230  0.520
H 7.544 12.289 -19.469  0.397
H 8.598 9.891 -18.062  0.345
H 7.291 9.744 -19.215  0.437
H 6.997 12.973 -17.498  0.405
H 7.930 12.106 -16.284  0.387
H 4.799 12.192 -16.249  0.383
H 5.895 13.166 -15.189  0.402
H 4.828 12.013 -13.103  0.327
H 4.625 10.110 -13.393  0.313
H 3.802 11.278 -14.186  0.366
C 23.313 4.427 -19.268  -0.785
O 22.120 3.931 -19.760  -0.311
C 21.607 2.802 -19.100  -0.749
C 20.769 1.808 -20.037  -0.559
N 21.480 1.800 -21.410  -0.267
H 21.863 2.709 -21.625  0.433
H 22.380 1.376 -21.236  0.380
C 20.945 1.000 -22.663  -0.651
C 19.955 1.789 -23.543  -0.451
O 20.305 3.146 -23.960  -0.372
C 21.511 3.141 -24.766  -0.731
H 24.057 3.698 -19.591  0.358
H 23.313 4.450 -18.178  0.347
H 23.628 5.382 -19.687  0.220
H 21.103 2.978 -18.150  0.557
H 22.435 2.204 -18.720  0.433
H 19.814 2.258 -20.309  0.319
H 20.632 0.733 -19.919  0.429
H 20.534 0.123 -22.164  0.351
H 21.873 0.733 -23.169  0.393
H 19.010 1.863 -23.004  0.330
H 19.823 1.305 -24.511  0.438
H 22.223 3.899 -24.440  0.256
H 21.199 3.307 -25.797  0.309
H 21.964 2.150 -24.726  0.321
C 12.857 12.401 -25.628  -0.680
O 13.543 13.484 -26.151  -0.354
C 13.642 13.407 -27.550  -0.572
C 14.922 14.035 -28.031  -0.613
N 16.124 13.514 -27.175  -0.246
H 16.939 14.096 -27.304  0.396
H 15.925 13.451 -26.187  0.404
C 16.545 11.967 -27.400  -0.644
C 17.245 11.358 -26.173  -0.437
O 16.699 11.960 -25.070  -0.401
C 15.933 11.075 -24.215  -0.784
H 13.371 11.489 -25.934  0.247
H 11.837 12.352 -26.007  0.348
H 12.825 12.340 -24.540  0.258
H 12.863 14.014 -28.010  0.455
H 13.550 12.415 -27.992  0.416
H 14.957 15.117 -27.908  0.390
H 15.196 13.667 -29.020  0.364
H 17.217 11.968 -28.258  0.440
H 15.577 11.517 -27.621  0.330
H 18.304 11.605 -26.247  0.375
H 17.192 10.273 -26.267  0.378
H 15.493 11.725 -23.459  0.266
H 16.488 10.293 -23.697  0.370
H 15.118 10.596 -24.757  0.295
C 10.733 1.072 -17.851  -0.812
O 11.260 0.075 -18.741  -0.276
C 11.578 -1.093 -18.161  -0.706
C 12.663 -1.841 -18.952  -0.460
N 12.326 -1.948 -20.508  -0.142
H 12.030 -2.869 -20.800  0.404
H 11.630 -1.238 -20.690  0.402
C 13.472 -1.669 -21.478  -0.787
C 13.773 -0.150 -21.423  -0.481
O 12.545 0.632 -21.233  -0.353
C 12.757 1.920 -20.846  -0.814
H 9.801 0.883 -17.318  0.346
H 10.805 2.006 -18.408  0.208
H 11.479 1.111 -17.057  0.391
H 10.673 -1.692 -18.062  0.328
H 11.796 -0.815 -17.130  0.527
H 12.959 -2.853 -18.673  0.440
H 13.467 -1.142 -18.719  0.205
H 12.971 -1.761 -22.441  0.419
H 14.266 -2.395 -21.301  0.348
H 14.244 0.126 -22.366  0.483
H 14.384 -0.079 -20.523  0.388
H 12.013 2.712 -20.759  0.329
H 13.531 2.360 -21.476  0.275
H 13.087 1.901 -19.808  0.338
C 16.676 6.101 -21.030  -0.854
O 16.796 6.029 -19.617  -0.243
C 16.998 7.328 -19.194  -0.363
C 17.407 7.222 -17.716  -0.936
N 16.329 6.752 -16.760  -0.163
H 16.292 5.744 -16.731  0.407
H 16.718 6.821 -15.831  0.199
C 14.880 7.354 -16.711  -0.823
C 14.857 8.919 -16.500  -0.597
O 15.509 9.483 -17.624  -0.146
C 15.452 10.886 -17.692  -0.859
H 16.591 5.181 -21.608  0.296
H 17.487 6.637 -21.522  0.312
H 15.707 6.596 -21.107  0.337
H 16.074 7.906 -19.216  0.291
H 17.769 7.858 -19.755  0.459
H 17.630 8.207 -17.305  0.410
H 18.338 6.682 -17.546  0.578
H 14.269 6.741 -16.049  0.541
H 14.443 7.242 -17.703  0.327
H 15.483 8.958 -15.609  0.466
H 13.832 9.285 -16.432  0.446
H 15.752 11.236 -16.704  0.326
H 14.428 11.205 -17.885  0.286
H 16.003 11.334 -18.520  0.278
C 10.009 8.766 -10.983  -0.905
O 9.667 9.541 -9.879  -0.422
C 8.266 9.896 -9.859  -0.494
C 8.104 11.450 -9.387  -0.586
N 9.196 11.677 -8.355  -0.210
H 8.785 11.678 -7.432  0.428
H 9.710 10.811 -8.278  0.392
C 10.287 12.797 -8.549  -0.953
C 11.171 12.544 -9.808  -0.231
O 10.431 12.969 -10.880  -0.328
C 11.230 12.739 -12.070  -0.754
H 10.877 8.110 -10.919  0.291
H 9.888 9.333 -11.907  0.328
H 9.291 7.947 -11.028  0.430
H 7.844 9.165 -9.169  0.316
H 7.875 9.776 -10.869  0.513
H 7.187 11.590 -8.814  0.420
H 8.105 12.244 -10.134  0.270
H 10.748 12.989 -7.580  0.446
H 9.618 13.646 -8.697  0.407
H 11.435 11.487 -9.830  0.247
H 12.155 13.008 -9.740  0.530
H 10.627 12.789 -12.977  0.206
H 11.643 11.730 -12.090  0.363
H 11.926 13.556 -12.262  0.295
B 16.173 1.566 -15.489  0.581
F 15.103 2.485 -15.380  -0.447
F 17.103 2.294 -16.191  -0.378
F 16.603 1.048 -14.278  -0.346
F 15.767 0.525 -16.352  -0.402
B 18.577 7.893 -12.713  0.570
F 17.230 7.591 -12.669  -0.418
F 19.308 7.158 -13.622  -0.416
F 18.763 9.157 -13.084  -0.362
F 19.084 7.713 -11.469  -0.354

Calculated values
Calculated total energy, Ha: -4393.857257
LUMO level, eV: -9.24
Energy relative to the best compared isomer or geometry (same formula, charge and spin), kcal per mole: 181.26
HOMO-LUMO gap, Ha: 0.273
HOMO energy, eV: -16.65
Multiplicity: 1
Total charge: +6